[1]
The following is a DFT calculation (the ωB97M-V functional and the def2-TZVPD basis) of the molecule C3H5N3.

Summary:
SMILES = Cc1c[nH]nn1
orbital gap = 0.382 hartree

Cartesian coordinates (Å):
1 C -1.7235 0.0555 0.0296
2 C -0.2449 -0.1624 0.0789
3 C 0.7886 0.6517 -0.3120
4 N 1.8959 -0.0773 -0.0413
5 N 1.5857 -1.2629 0.4851
6 N 0.2943 -1.3208 0.5597
7 H -2.1444 -0.2802 -0.9236
8 H -1.9716 1.1134 0.1578
9 H -2.2030 -0.5159 0.8284
10 H 0.8273 1.6415 -0.7415
11 H 2.8660 0.1650 -0.1686


[2]
The following is a DFT calculation (the ωB97M-V functional and the def2-TZVPD basis) of a cluster of 2 separate species, CHN2O4 in total.

Summary:
orbital gap (spin up / spin down) = 0.284 / 0.285 hartree
net charge = -1

Cartesian coordinates (Å):
1 C 0.1751 -1.0812 -0.2821
2 N -3.3476 0.2006 0.2446
3 N -0.4985 -1.6330 0.6579
4 O -2.6818 -0.6300 -0.4488
5 O -4.1407 1.0019 -0.2607
6 O -1.7545 -1.8639 0.5405
7 O 1.3837 -1.1983 -0.5606
8 H -0.4818 -0.2953 -0.8620


[3]
The following is a DFT calculation (the ωB97M-V functional and the def2-TZVPD basis) of the molecule C8H8O2.

Summary:
SMILES = CC(=O)/C=C/c1ccco1
orbital gap = 0.311 hartree

Cartesian coordinates (Å):
1 C -3.1255 1.2084 0.3588
2 C -2.7327 -0.2757 0.0048
3 C -1.1495 -0.5078 0.0279
4 C -0.2599 0.3630 -0.0537
5 C 1.0280 0.0964 -0.0665
6 C 1.8335 -1.0888 0.2544
7 C 3.2321 -0.6959 0.1557
8 C 3.2498 0.5299 -0.0691
9 H -2.4812 1.1790 1.0715
10 H -3.0160 1.9209 -0.4904
11 H -4.2570 1.2906 0.6850
12 H -0.8381 -1.3803 0.5830
13 H -0.5302 1.5298 -0.4733
14 H 1.4475 -1.9701 0.3176
15 H 4.2664 -1.4442 0.0997
16 H 3.8423 1.4692 -0.4389
17 O -3.4035 -1.0959 -0.4192
18 O 2.0425 1.0494 -0.2094


[4]
The following is a DFT calculation (the ωB97M-V functional and the def2-TZVPD basis) of the molecule C2H3ClN2O.

Summary:
orbital gap = 0.312 hartree

Cartesian coordinates (Å):
1 C -1.0065 0.1984 0.5246
2 C 1.2885 0.1145 0.0148
3 N -1.6127 -0.8238 -0.1482
4 N -2.3043 -1.6895 -0.4687
5 O 0.1737 -0.1079 0.8989
6 Cl -1.3454 1.8126 -0.0414
7 H 0.9330 0.0339 -0.9902
8 H 2.0405 -0.5970 0.0267
9 H 1.8332 1.0589 0.1836


[5]
The following is a DFT calculation (the ωB97M-V functional and the def2-TZVPD basis) of a cluster of 2 separate species, C2H10NS2 in total.

Summary:
orbital gap = 0.326 hartree
net charge = +1

Cartesian coordinates (Å):
1 N -1.9029 1.7827 -0.0998
2 H -2.8679 1.4803 -0.2240
3 H -1.4227 1.2187 0.6527
4 H -1.3852 1.6707 -0.9671
5 H -1.8668 2.7734 0.1722
6 C 1.4766 -1.9115 -0.9631
7 C 0.7211 -0.8050 -0.2429
8 S 0.9117 -1.0326 1.5571
9 S -0.1659 0.5450 2.3412
10 H 1.0702 -2.8909 -0.7153
11 H 2.5352 -1.8924 -0.7161
12 H 1.3655 -1.7721 -2.0352
13 H -0.3485 -0.8533 -0.4625
14 H 1.1310 0.1717 -0.4989
15 H 0.7485 1.5153 2.2018


[6]
The following is a DFT calculation (the ωB97M-V functional and the def2-TZVPD basis) of a structure of composition C4H6S.

Summary:
orbital gap = 0.364 hartree

Cartesian coordinates (Å):
1 C 0.7660 1.1398 0.2020
2 C -0.2695 0.7009 0.8983
3 C 0.5894 0.0667 -0.8376
4 C -0.7801 -0.2256 -0.2685
5 S -1.1598 -1.9041 0.2588
6 H 1.6011 1.8286 0.3771
7 H -0.7076 1.0190 1.8251
8 H 0.6669 0.3547 -1.8291
9 H 1.0614 -0.9162 -0.6684
10 H -1.7622 0.1648 -0.7787
11 H -0.0055 -2.2285 0.8209


[7]
The following is a DFT calculation (the ωB97M-V functional and the def2-TZVPD basis) of a cluster of 3 separate species, C18H32BF9N2O5 in total.

Summary:
SMILES = CCB(O)COCCOCCCC(F)(F)C(F)(F)C(F)(F)C(F)(F)F.CN(C)C=O.CN(C)C=O
orbital gap = 0.355 hartree

Cartesian coordinates (Å):
1 C -4.6194 -0.6741 -2.6894
2 C -3.2061 -0.8542 -2.0507
3 B -2.5075 0.5057 -1.6483
4 O -2.7028 1.6224 -2.4991
5 C -1.6214 0.7219 -0.3316
6 O -0.6837 -0.3195 -0.1399
7 C 0.1990 -0.0500 0.9302
8 C 0.5185 -1.3441 1.7157
9 O -0.0120 -1.2691 3.0368
10 C -1.0255 -2.2373 3.2441
11 C -2.3257 -1.7827 2.5124
12 C -3.6026 -1.9831 3.3718
13 C -4.7506 -1.0407 2.9997
14 F -4.5053 -0.3533 1.8811
15 F -5.8224 -1.8066 2.7038
16 C -5.2313 -0.1031 4.1238
17 F -5.6082 -0.8586 5.1505
18 F -6.3167 0.5324 3.7197
19 C -4.1862 0.8936 4.6708
20 F -4.8187 1.6142 5.5930
21 F -3.1843 0.3004 5.2843
22 C -3.6065 1.9100 3.6417
23 F -4.4469 2.2567 2.7166
24 F -3.2900 3.0095 4.3008
25 F -2.4828 1.4694 3.1374
26 H -4.6162 -0.9480 -3.7463
27 H -4.9966 0.3475 -2.6042
28 H -5.3571 -1.3212 -2.2044
29 H -2.5749 -1.2941 -2.8416
30 H -3.2217 -1.5977 -1.2491
31 H -3.2710 2.2430 -2.0352
32 H -2.3230 0.8396 0.5181
33 H -1.0932 1.6847 -0.4442
34 H -0.2598 0.6378 1.6529
35 H 1.1393 0.4154 0.5953
36 H 1.5967 -1.5220 1.7342
37 H 0.0460 -2.1588 1.1535
38 H -0.7290 -3.2140 2.8419
39 H -1.1681 -2.3443 4.3230
40 H -2.4514 -2.3874 1.6095
41 H -2.1774 -0.7513 2.2008
42 H -3.9521 -2.9994 3.1740
43 H -3.3770 -1.9661 4.4407
44 C 3.5440 0.8866 -0.2947
45 O 3.5942 -0.2236 0.1967
46 N 4.6114 1.6258 -0.6581
47 C 4.4696 2.9463 -1.2374
48 C 5.9468 1.0803 -0.4595
49 H 2.5834 1.3949 -0.4880
50 H 4.9210 2.9633 -2.2323
51 H 4.9731 3.6809 -0.6059
52 H 3.4177 3.2141 -1.3215
53 H 6.0549 0.1516 -1.0174
54 H 6.1001 0.8668 0.5996
55 H 6.6930 1.7925 -0.8005
56 C 6.6271 -0.3447 -4.4739
57 O 7.1640 -0.1004 -3.4119
58 N 5.2937 -0.3538 -4.6765
59 C 4.7121 -0.6499 -5.9708
60 C 4.4190 -0.0556 -3.5552
61 H 7.2053 -0.5825 -5.3823
62 H 4.1188 0.2012 -6.3118
63 H 4.0669 -1.5274 -5.8927
64 H 5.4935 -0.8504 -6.7009
65 H 4.6447 0.9389 -3.1733
66 H 4.5919 -0.7790 -2.7567
67 H 3.3789 -0.0993 -3.8689


[8]
The following is a DFT calculation (the ωB97M-V functional and the def2-TZVPD basis) of a cluster of 2 separate species, C26H27N3O8 in total.

Summary:
SMILES = O=C1Cc2ccccc2/C1=C\c1ccc2c(c1C(=O)O)OCO2.CNC(=O)[C@H](CCC(N)=O)NC(C)=O
orbital gap = 0.285 hartree

Cartesian coordinates (Å):
1 O -1.5724 -0.9635 3.9022
2 O 4.6517 -4.1544 -2.3563
3 O 2.1888 1.5205 2.5200
4 O 2.9981 0.4633 -5.0703
5 O 1.8607 -0.7544 -0.0314
6 O -3.5785 -1.3020 2.9372
7 O -5.8992 2.7122 4.7386
8 O -5.3279 0.4731 4.4148
9 C -2.6481 -0.5208 3.5315
10 C 3.4911 -4.5362 -2.3204
11 C 1.3899 1.9670 1.7021
12 C 3.3569 -0.6941 -5.1887
13 C 1.6008 -1.8103 -0.5903
14 C -0.6407 1.6910 3.0982
15 C -0.0191 2.2246 1.9799
16 C -1.9815 4.4030 -0.5327
17 C -0.9084 4.6709 -1.3903
18 C -3.6812 3.6120 4.1820
19 C -2.3852 3.2881 3.7750
20 C -1.7979 3.5916 0.5948
21 C 0.3494 4.1200 -1.1250
22 C -4.6043 2.5882 4.3558
23 C -4.2571 1.2690 4.1482
24 C -2.0166 1.9529 3.5302
25 C -2.9594 0.9092 3.7403
26 C -0.5293 3.0677 0.8923
27 C 0.5266 3.3243 0.0105
28 N 3.6440 -1.1393 -6.3920
29 N 0.4915 -2.4536 -0.1968
30 N 2.4587 -3.7417 -2.0387
31 C -6.4002 1.3651 4.7639
32 C 3.1630 -5.9789 -2.6241
33 C 1.8112 2.6513 0.4130
34 C -0.1787 -3.6339 -0.7424
35 C 3.4873 -1.6492 -4.0067
36 C 2.3801 -1.4484 -2.9583
37 C 2.5607 -2.3137 -1.6965
38 H -3.1923 -2.1882 2.9519
39 H -0.0479 1.0267 3.7245
40 H -2.9624 4.8163 -0.7484
41 H -1.0543 5.2925 -2.2690
42 H -3.9736 4.6413 4.3640
43 H -1.6520 4.0789 3.6355
44 H -2.6548 3.3675 1.2174
45 H 1.1823 4.3045 -1.7971
46 H 3.5675 -0.4626 -7.1305
47 H 3.9800 -2.0742 -6.5253
48 H 0.0313 -1.9863 0.5719
49 H 1.5425 -4.1521 -2.0323
50 H -6.7770 1.1239 5.7625
51 H -7.2240 1.2583 4.0513
52 H 4.0945 -6.5260 -2.7671
53 H 2.6130 -6.4108 -1.7903
54 H 2.5688 -6.0302 -3.5342
55 H 2.1339 1.9180 -0.3303
56 H 2.6105 3.3733 0.5952
57 H -0.3111 -3.5302 -1.8213
58 H 0.3911 -4.5354 -0.5087
59 H -1.1649 -3.7281 -0.2847
60 H 3.4498 -2.6719 -4.3802
61 H 4.4607 -1.4877 -3.5428
62 H 2.3865 -0.3996 -2.6562
63 H 1.4109 -1.6637 -3.4109
64 H 3.5659 -2.1245 -1.3149


[9]
The following is a DFT calculation (the ωB97M-V functional and the def2-TZVPD basis) of the molecule C5H7NO.

Summary:
SMILES = C/C([O-])=C/C1=C[NH2+]1
orbital gap = 0.298 hartree

Cartesian coordinates (Å):
1 C 2.6035 -0.2236 -0.0735
2 C 1.2395 0.4400 0.0362
3 C 0.0707 -0.4193 -0.0209
4 C -1.1426 0.1626 0.1583
5 N -2.5355 -0.3690 0.0059
6 C -2.1279 1.0293 0.4009
7 O 1.1603 1.6549 0.1860
8 H 3.2447 0.3828 -0.7197
9 H 2.5536 -1.2478 -0.4565
10 H 3.0646 -0.2461 0.9211
11 H 0.1493 -1.4908 -0.1684
12 H -2.9422 -0.9689 0.7180
13 H -2.8021 -0.6261 -0.9444
14 H -2.5358 1.9219 -0.0430


[10]
The following is a DFT calculation (the ωB97M-V functional and the def2-TZVPD basis) of a structure of composition C16H22F12Li3N6O8S4.

Summary:
orbital gap = 0.299 hartree
net charge = +3

Cartesian coordinates (Å):
1 Li 5.3687 8.3135 2.7309
2 Li 7.6254 8.1934 7.6655
3 Li 2.3721 9.1516 4.7822
4 C 3.3245 12.4139 11.2942
5 C 3.5848 12.8675 12.7401
6 N 4.9426 12.5735 13.2610
7 C 5.7616 11.5113 12.8584
8 C 6.9467 11.6796 13.4827
9 N 6.8639 12.7993 14.2835
10 C 5.6994 13.3785 13.9992
11 C 7.8707 13.2659 15.2231
12 H 2.3088 12.6070 10.9681
13 H 3.5019 11.3360 11.3002
14 H 4.0497 12.8195 10.5889
15 H 2.8965 12.3623 13.4122
16 H 3.4822 13.9492 12.7935
17 H 5.3658 10.8001 12.1589
18 H 7.8261 11.0663 13.3835
19 H 5.4964 14.3684 14.3804
20 H 8.8163 12.8227 14.9264
21 H 7.6931 12.9139 16.2429
22 H 7.7841 14.3462 15.3209
23 C 2.0194 2.1729 3.8502
24 C 0.9265 1.5593 3.0062
25 N 0.5779 2.3500 1.8100
26 C 1.1873 2.3775 0.5953
27 C 0.5379 3.2835 -0.1982
28 N -0.4445 3.7796 0.5788
29 C -0.3962 3.2990 1.8192
30 C -1.5598 4.5892 0.1225
31 H 2.9188 2.2803 3.2450
32 H 2.0424 1.6312 4.7908
33 H 1.7339 3.2109 4.0548
34 H 0.0006 1.4252 3.5639
35 H 1.2220 0.5735 2.6460
36 H 2.0712 1.8014 0.3790
37 H 0.6406 3.4957 -1.2476
38 H -1.0688 3.4304 2.6476
39 H -2.1654 4.0587 -0.6177
40 H -1.1095 5.3498 -0.5175
41 H -2.2352 4.9090 0.9056
42 C 3.6764 5.6471 6.1591
43 F 3.1709 5.6247 7.3822
44 F 4.6621 4.7797 6.0873
45 F 2.7144 5.4362 5.2943
46 S 4.4607 7.3713 5.8867
47 O 5.6692 7.4045 6.6697
48 O 4.7315 7.5285 4.4538
49 N 3.2899 8.5750 6.3942
50 S 3.7533 8.8822 7.9002
51 O 3.9953 7.7327 8.7248
52 O 4.7074 9.9808 7.8709
53 C 2.1156 9.5911 8.5765
54 F 1.1443 8.7766 8.2268
55 F 2.0511 9.7915 9.8707
56 F 1.9117 10.7648 7.9928
57 C 1.7351 7.7535 0.2811
58 F 0.7762 8.5684 0.7784
59 F 1.1302 6.7248 -0.2969
60 F 2.4852 8.4002 -0.5795
61 S 2.6907 7.0861 1.7933
62 O 2.2910 7.8661 2.9572
63 O 2.4530 5.6763 1.9191
64 N 4.2837 7.3901 1.2042
65 S 4.7689 6.2557 0.1858
66 O 3.7553 5.4383 -0.4247
67 O 5.7122 6.8815 -0.6962
68 C 5.8396 5.1242 1.3114
69 F 5.1241 4.1905 1.9195
70 F 6.7309 4.5318 0.5574
71 F 6.3931 5.9087 2.2467


[11]
The following is a DFT calculation (the ωB97M-V functional and the def2-TZVPD basis) of a structure of composition C7H15N.

Summary:
2S+1 = 2
orbital gap (spin up / spin down) = 0.146 / 0.232 hartree
net charge = -1

Cartesian coordinates (Å):
1 C -0.5402 -2.9188 0.1489
2 C 0.0390 -1.7339 -0.7405
3 C -0.7052 -0.4783 0.1236
4 C 0.1180 0.6277 0.7877
5 C 0.0018 2.0600 0.6925
6 C 0.5215 2.6835 1.9583
7 C 0.6868 1.5051 -0.7475
8 N -0.6225 -1.9160 -2.2029
9 H -0.6010 -2.6164 1.1942
10 H 0.0133 -3.7835 0.0062
11 H -1.6224 -3.0302 -0.0594
12 H 1.1398 -1.7266 -0.3644
13 H -1.3650 -0.9008 0.8696
14 H -1.3944 -0.1170 -0.6452
15 H -0.8189 2.7497 0.4079
16 H 1.5978 2.2730 1.9884
17 H 0.6025 3.7669 2.0309
18 H -0.0349 2.2249 2.7955
19 H 1.6958 2.1126 -0.7773
20 H 1.1772 0.5770 -1.2401
21 H 0.0367 1.7934 -1.5725
22 H 0.1484 -1.0221 -1.6317
23 H -0.0740 -2.1301 -3.0223


[12]
The following is a DFT calculation (the ωB97M-V functional and the def2-TZVPD basis) of a structure of composition C53H45F4IN6O2S3Zr.

Summary:
orbital gap = 0.242 hartree
net charge = +2

Cartesian coordinates (Å):
1 Zr 1.4278 0.2008 1.5446
2 C 3.6502 3.2073 2.0251
3 N 2.1943 2.8411 1.9031
4 C 1.5588 3.8159 0.9814
5 C 1.5583 2.9586 3.2286
6 C 2.0637 1.9475 4.2146
7 N 2.3240 0.6808 3.5597
8 C 3.5158 0.1169 3.8926
9 C 4.4458 -0.1427 2.8487
10 F 4.0264 0.2518 1.5946
11 C 5.6823 -0.7049 3.0095
12 F 6.4386 -0.9698 1.9340
13 C 6.1252 -1.0033 4.2900
14 C 5.3064 -0.6499 5.3798
15 F 5.8298 -0.7819 6.6175
16 C 3.9961 -0.2207 5.2182
17 F 3.2433 0.0369 6.3366
18 H 3.7496 4.2550 2.3757
19 H 4.1502 3.0923 1.0474
20 H 4.1795 2.5793 2.7334
21 H 1.6529 4.8598 1.3387
22 H 0.5107 3.5204 0.8753
23 H 2.0041 3.7279 -0.0114
24 H 0.4636 2.8044 3.1490
25 H 1.8001 3.9565 3.6670
26 H 1.2269 1.8172 4.9401
27 H 2.9532 2.2709 4.7945
28 H 7.0698 -1.5112 4.4507
29 N 1.6341 0.5707 -0.4753
30 S 1.0993 0.3736 -1.8840
31 N -0.3272 0.9637 -2.2808
32 S -1.8038 0.4291 -1.8571
33 N -2.2244 -0.1025 -0.4234
34 S -1.9182 0.5511 1.0335
35 N -0.4923 0.8106 1.5028
36 C -2.7204 -0.6450 2.1235
37 C -2.7732 -1.9649 1.7423
38 C -3.4661 -2.8825 2.5503
39 C -4.0182 -2.4677 3.7573
40 C -3.9465 -1.1249 4.1259
41 C -3.2446 -0.2219 3.3314
42 C -2.9874 2.0063 1.1700
43 C -4.3383 1.7539 0.9056
44 C -5.2746 2.7881 0.8531
45 C -4.8361 4.0803 1.0841
46 C -3.5103 4.3622 1.4244
47 C -2.5759 3.3229 1.4335
48 C -2.2470 -0.7793 -3.1316
49 C -2.0608 -0.3421 -4.4282
50 C -2.1951 -1.2521 -5.4898
51 C -2.5083 -2.5700 -5.2401
52 C -2.7634 -2.9810 -3.9395
53 C -2.6058 -2.1135 -2.8629
54 C -2.9125 1.7677 -2.3053
55 C -4.2566 1.4573 -2.5482
56 C -5.1673 2.4682 -2.8803
57 C -4.7570 3.7790 -2.9220
58 C -3.4267 4.0943 -2.7037
59 C -2.5073 3.0979 -2.3759
60 C 2.1749 1.2754 -3.0426
61 C 3.5472 1.0342 -3.0354
62 C 4.3645 1.7716 -3.8710
63 C 3.8157 2.6564 -4.7857
64 C 2.4469 2.8922 -4.7905
65 C 1.6191 2.2287 -3.8777
66 C 1.1748 -1.3542 -2.4588
67 C 0.6867 -2.3080 -1.6018
68 C 0.5246 -3.6306 -2.0142
69 C 0.7957 -3.9528 -3.3480
70 C 1.3774 -3.0046 -4.1817
71 C 1.5435 -1.6874 -3.7525
72 H -2.2942 -2.2906 0.8456
73 H -3.5181 -3.9092 2.2281
74 H -4.5154 -3.1839 4.4090
75 H -4.4108 -0.7580 5.0277
76 H -3.1990 0.8304 3.6138
77 H -4.6696 0.7324 0.7409
78 H -6.3083 2.5498 0.7174
79 H -5.5559 4.8874 1.0449
80 H -3.2212 5.3992 1.6188
81 H -1.5409 3.4932 1.6491
82 H -1.7758 0.6694 -4.6555
83 H -2.0918 -0.8659 -6.5047
84 H -2.6075 -3.2869 -6.0525
85 H -3.0630 -4.0016 -3.7271
86 H -2.7653 -2.4306 -1.8260
87 H -4.5904 0.4316 -2.5585
88 H -6.1761 2.1881 -3.1029
89 H -5.4441 4.5846 -3.1465
90 H -3.0774 5.1088 -2.7483
91 H -1.4644 3.3654 -2.1775
92 H 3.9461 0.2886 -2.3672
93 H 5.4415 1.6052 -3.8320
94 H 4.4771 3.2025 -5.4539
95 H 1.9855 3.5830 -5.4695
96 H 0.5544 2.4630 -3.8533
97 H 0.3646 -1.9982 -0.6033
98 H 0.2020 -4.3707 -1.2923
99 H 0.5837 -4.9400 -3.7489
100 H 1.6756 -3.2810 -5.1712
101 H 1.9623 -0.9427 -4.4366
102 I 1.1808 -8.7025 1.1486
103 C 1.2554 -6.6015 1.5573
104 C 0.1778 -5.9415 2.1508
105 C 0.2589 -4.5664 2.3248
106 C 1.4062 -3.8841 1.8761
107 C 2.5188 -4.5757 1.3408
108 C 2.4346 -5.9449 1.2177
109 C 1.4359 -2.3871 1.8832
110 O 2.4817 -1.8032 1.4647
111 O 0.4238 -1.7247 2.2647
112 H -0.6948 -6.4941 2.4763
113 H -0.5160 -4.0045 2.8251
114 H 3.3968 -4.0509 0.9874
115 H 3.2497 -6.5498 0.8457


no.,calculated total energy (eV)
1,-7661.4972
2,-12217.6814
3,-12514.5309
4,-19669.2209
5,-25390.3130
6,-15078.1604
7,-57536.4937
8,-48251.0408
9,-8832.3813
10,-118812.6947
11,-8980.9000
12,-121466.9697